1.
Here is a structure of composition CHKMgO from the OMol25 dataset. Energies are from ωB97M-V with the def2-TZVPD basis set.

Kohn-Sham gap = 3.6967 eV
Total charge = 0
Energy above the lowest of the compared OMol25 structures with the same formula, charge and spin = 27.91 kJ/mol

Each line ends with the natural charge from an NBO analysis.
Element x y z (Å)
H  0.91806  -0.61892  -0.89065  -0.054
Mg  1.85175  1.32586  1.00620  0.058
O  -0.85505  0.18921  -0.49881  -0.829
C  0.29903  0.47429  -0.82663  -0.145
K  -2.21380  -1.37045  1.20989  0.969

***

2.
Here is a structure of composition CHMgO2 from the OMol25 dataset. Energies are from ωB97M-V with the def2-TZVPD basis set.

Kohn-Sham gap (alpha / beta) = 6.9165 / 9.9434 eV
Multiplicity = 2
Total charge = 0
⟨S²⟩ = 0.75

Each line ends with the natural charge from an NBO analysis.
Element x y z (Å)
H  -1.30585  -0.81375  -0.23774  0.155
O  0.47323  -0.91964  0.03199  -0.819
C  -0.51223  -0.14683  0.26903  0.556
O  -0.37813  1.07608  -0.00073  -0.806
Mg  1.72298  0.80414  -0.06255  0.914

***

> total charge of number 2 (CHMgO2)?

0